Density functional theory data (ωB97M-V/def2-TZVPD) for a 11-piece molecular cluster, C44H75ClN10O5 overall.

```
135
Properties=species:S:1:pos:R:3:forces:R:3
C -13.149887 2.229452 -24.259500 -1.337 0.223 -0.522
C -11.928860 3.103599 -24.084031 -1.258 0.124 -0.420
N -11.137020 2.632439 -22.913605 -0.110 0.471 -1.824
C -11.946475 2.720463 -21.682764 0.266 -0.043 -0.164
C -10.748480 1.202245 -23.079988 0.429 0.152 -0.257
C -9.935150 0.926516 -24.330036 0.378 -1.235 0.517
C -9.902395 3.440206 -22.881400 1.255 -0.275 0.467
C -10.055304 4.784628 -22.241498 0.527 0.170 -0.282
O -10.266907 4.599986 -20.862722 -0.144 0.478 -0.305
C -10.908891 5.724815 -20.308225 0.460 0.528 0.191
H -13.899942 2.423963 -23.487123 0.105 0.031 -0.017
H -13.014563 1.151796 -24.284707 0.394 0.058 -0.089
H -13.656469 2.449261 -25.203862 0.256 0.195 -0.005
H -12.246109 4.123557 -23.856777 -0.026 -0.039 0.088
H -11.351910 3.205566 -25.003821 0.335 -0.508 0.215
H -11.172967 2.580012 -20.943450 -0.712 -0.168 0.910
H -12.714760 1.963924 -21.748502 0.141 -0.344 0.336
H -12.436299 3.684373 -21.616164 0.202 0.191 0.137
H -11.673962 0.652690 -23.121044 0.045 -0.295 0.407
H -10.210917 1.025844 -22.151086 0.019 -0.658 -0.080
H -8.872295 1.136918 -24.208052 -0.112 0.675 -0.209
H -10.375713 1.308468 -25.248711 0.231 0.116 -0.061
H -9.900431 -0.169709 -24.414674 -0.323 0.169 -0.157
H -9.486145 3.490531 -23.885601 -0.342 0.222 -0.141
H -9.157338 2.848692 -22.341601 -0.046 0.186 0.353
H -10.839996 5.373549 -22.733156 -0.069 0.009 0.237
H -9.114686 5.333950 -22.385545 -0.086 -0.008 -0.167
H -11.018831 5.484543 -19.257445 -0.422 0.228 0.104
H -11.842601 5.996755 -20.816910 -0.178 -0.466 0.187
H -10.289722 6.627739 -20.409339 0.117 -0.169 0.148
Cl -11.359839 2.742804 -28.418691 1.190 0.338 -1.510
O -10.264933 2.155615 -27.654933 -0.844 0.018 0.616
O -12.664380 2.313558 -27.950075 0.507 0.050 0.331
O -11.256571 4.196134 -28.320442 -0.350 -0.105 0.513
O -11.161645 2.375033 -29.803854 -0.558 -0.032 0.586
C -15.769171 5.384937 -25.626489 0.196 0.617 -0.039
C -15.029717 6.452310 -26.503842 -1.259 -0.666 -0.523
C -14.511282 5.837308 -27.836736 0.664 1.101 0.904
C -15.467555 5.179015 -28.717824 4.302 2.894 4.508
N -16.196267 4.668491 -29.367893 -4.476 -3.042 -4.036
H -15.670006 4.370181 -26.014144 0.188 0.057 -0.156
H -16.840943 5.590115 -25.600862 0.072 0.004 0.041
H -15.411070 5.369436 -24.592610 -0.010 0.114 -0.109
H -14.206885 6.954675 -25.995638 0.196 -0.397 0.037
H -15.709973 7.270027 -26.770352 -0.119 -0.190 0.188
H -13.702098 5.170661 -27.526266 0.020 -0.201 -0.723
H -14.108366 6.693702 -28.389298 0.272 -0.433 -0.118
C -11.734618 8.211374 -28.520060 -0.761 1.339 0.595
C -10.443825 8.257161 -27.729625 0.289 -0.162 -1.678
C -10.235367 7.140181 -26.750161 0.288 -1.281 0.898
C -10.955295 7.162638 -25.470016 -2.086 1.021 4.198
N -11.464441 7.230749 -24.392027 1.937 -0.528 -4.299
H -12.557865 8.529802 -27.870656 -0.238 -0.322 -0.160
H -11.966050 7.274102 -29.011884 0.215 -0.286 0.165
H -11.664430 8.988649 -29.284428 -0.114 -0.108 -0.112
H -10.232838 9.247060 -27.330755 -0.287 -0.014 0.364
H -9.718993 8.151704 -28.544599 0.550 -0.279 0.518
H -9.188905 7.088731 -26.449345 0.197 0.040 -0.046
H -10.463219 6.134066 -27.139375 0.040 0.329 -0.485
C -11.248168 -2.166910 -17.731898 0.165 -0.044 0.738
C -10.325294 -2.898463 -18.669812 0.220 1.276 -1.376
C -10.914152 -2.976773 -20.089654 -1.085 -2.280 0.186
C -11.569611 -1.765021 -20.528943 -0.222 1.205 -0.400
N -12.087968 -0.769156 -20.807091 0.419 -0.860 0.154
H -11.382783 -1.136247 -18.052704 -0.227 -0.001 -0.020
H -10.799976 -2.127795 -16.737548 -0.050 0.006 0.018
H -12.210419 -2.667889 -17.628707 -0.116 0.084 -0.096
H -10.063832 -3.888068 -18.323687 0.216 -0.152 -0.016
H -9.452515 -2.271734 -18.869594 0.464 -0.318 0.807
H -11.681561 -3.773702 -20.081536 -0.219 0.453 0.071
H -10.246278 -3.425058 -20.827006 0.402 0.713 -0.061
C -7.757329 7.797145 -21.108101 0.145 0.364 -0.469
C -6.761698 6.784230 -20.535000 -1.646 -0.824 0.638
C -5.515206 7.392257 -19.966104 0.641 1.001 0.499
C -5.796408 8.227613 -18.786716 0.379 -1.529 -2.278
N -5.970776 8.855811 -17.867216 -0.550 1.561 2.310
H -8.260593 7.385527 -21.984578 0.342 0.208 -0.280
H -7.198626 8.706029 -21.350966 -0.340 0.027 -0.418
H -8.604493 8.108036 -20.493426 0.423 -0.122 0.593
H -6.553670 6.002610 -21.262635 0.372 0.124 -0.107
H -7.298675 6.278946 -19.722154 0.320 -0.244 -0.057
H -5.041599 8.075335 -20.680751 0.087 -0.288 -0.107
H -4.758058 6.694876 -19.604174 -0.112 -0.323 -0.403
C -9.090103 6.220209 -17.263094 -0.843 0.616 -0.338
C -9.610861 5.264741 -16.184267 0.963 0.435 -0.693
C -8.615772 4.178200 -15.753544 -0.076 -0.269 0.917
C -8.112853 3.329886 -16.831400 0.287 -0.657 -1.093
N -7.717389 2.656710 -17.687930 -0.515 0.762 0.964
H -8.315066 6.889056 -16.886301 0.351 -0.369 -0.088
H -9.899992 6.918831 -17.525636 0.023 -0.177 0.143
H -8.829383 5.774722 -18.223677 0.363 -0.300 0.247
H -10.511006 4.750391 -16.513924 -0.221 0.207 0.065
H -9.808653 5.948719 -15.361714 -0.350 -0.551 0.444
H -9.121577 3.527858 -15.026541 0.044 -0.061 -0.235
H -7.746843 4.531734 -15.188005 -0.068 0.381 -0.298
N -15.094661 1.603815 -18.472814 -0.428 0.081 -0.163
C -15.610689 2.407862 -17.500785 -0.114 -0.109 0.290
C -14.565449 3.057868 -16.923923 0.356 0.541 0.345
C -13.379154 2.674654 -17.608159 -0.187 0.573 0.731
C -13.749774 1.778558 -18.550492 0.460 -0.448 -0.976
H -15.645825 1.030134 -19.074477 -0.050 -0.212 -0.227
H -16.660939 2.447022 -17.277909 -0.076 -0.110 -0.032
H -14.605471 3.753245 -16.102760 -0.153 0.030 0.010
H -12.404537 3.070394 -17.395519 0.252 -0.141 -0.120
H -13.174018 1.311413 -19.332099 0.010 -0.247 0.100
N -3.015618 5.078575 -24.135218 0.174 -0.412 -0.207
C -3.170119 6.422129 -24.007023 -0.875 0.189 -0.347
C -4.512185 6.695361 -24.169090 0.766 0.210 0.413
C -5.178093 5.464827 -24.379488 -0.135 -0.319 -0.177
C -4.223693 4.472385 -24.388438 0.225 0.756 0.226
H -2.130077 4.615186 -24.199373 0.105 -0.065 0.061
H -2.360633 7.117066 -23.907725 0.290 -0.094 0.154
H -4.879544 7.705287 -24.110153 -0.417 -0.074 -0.073
H -6.235718 5.320267 -24.534312 0.037 -0.020 -0.018
H -4.262791 3.413585 -24.549461 -0.218 -0.117 -0.022
N -15.889612 -0.652442 -28.937649 -0.483 -0.567 0.135
C -16.427310 -1.624073 -28.132495 -0.846 0.277 -0.765
C -15.986046 -1.403836 -26.878410 0.618 -0.394 0.831
C -15.075960 -0.299497 -26.932544 -0.226 -0.819 1.291
C -15.078811 0.142398 -28.197195 0.568 0.923 -1.441
H -16.035264 -0.619612 -29.920625 0.009 0.318 -0.402
H -17.212949 -2.273083 -28.488769 0.251 -0.129 -0.070
H -16.240666 -2.049373 -26.053844 0.071 0.196 0.219
H -14.414857 0.034968 -26.157168 -0.097 0.260 0.208
H -14.552834 0.965563 -28.650216 0.164 -0.048 0.025
N -4.530781 1.983465 -22.002816 -0.088 -0.467 0.612
C -4.485468 2.920469 -21.014337 0.557 0.633 -0.529
C -5.562805 2.762262 -20.217982 -0.432 -0.523 0.492
C -6.266272 1.600580 -20.695307 -0.352 1.167 1.485
C -5.579258 1.121185 -21.747234 0.030 -0.169 -1.361
H -3.767066 1.877599 -22.630149 0.112 -0.435 -0.445
H -3.661840 3.618163 -21.008815 -0.156 0.113 0.124
H -5.798325 3.310617 -19.324920 -0.091 0.120 -0.006
H -7.171823 1.273454 -20.202190 0.128 -0.359 -0.319
H -5.836788 0.307629 -22.403966 0.238 -0.053 -0.076
```
Forces are in eV/Å.

Results
HOMO-LUMO gap (eV): 7.80
Multiplicity: 1
Energy relative to the best compared isomer or geometry (same formula, charge and spin) (kJ/mol): 0.0
LUMO (eV): 0.09